Density functional theory data (the ωB97M-V functional and the def2-TZVPD basis) for a structure of composition C16H30MgO7.

```
! RIJCOSX wB97M-V def2-TZVPD def2/J DEFGRID3
* xyz 0 1
Mg 0.323 0.313 -0.549
C 0.808 -3.900 -1.335
C 1.167 -2.879 -0.294
O 0.540 -1.644 -0.441
H -0.244 -4.161 -1.218
H 1.444 -4.777 -1.211
H 0.978 -3.403 -2.290
H 2.231 -2.683 -0.433
H 1.052 -3.367 0.673
C -1.284 2.485 -3.427
C 0.220 2.441 -3.038
O 0.524 1.510 -2.096
H -1.708 1.489 -3.547
H -1.261 2.962 -4.407
H -1.869 3.114 -2.756
H 0.494 3.455 -2.747
H 0.754 2.211 -3.959
C -0.580 2.895 2.689
C -1.604 1.784 2.822
C -0.806 0.589 2.239
O -0.170 1.200 1.062
C 0.026 2.599 1.348
H 0.145 2.846 3.502
H -1.094 3.853 2.768
H -2.463 1.938 2.168
H -2.010 1.530 3.801
H -1.475 -0.201 1.897
H -0.113 0.106 2.928
H -0.630 3.151 0.674
H 1.042 2.994 1.361
O 2.253 0.607 0.288
C 3.181 0.272 1.025
O 4.298 0.988 0.907
C 5.359 0.435 1.708
C 4.635 -0.558 2.650
C 3.381 -0.955 1.908
H 5.925 1.182 2.265
H 5.968 -0.199 1.062
H 4.301 -0.153 3.604
H 5.350 -1.336 2.916
H 2.579 -1.188 2.609
H 3.683 -1.825 1.325
O -1.677 0.075 -0.805
C -2.712 -0.437 -1.188
O -3.213 -0.112 -2.347
C -4.361 -1.021 -2.636
C -4.219 -2.095 -1.645
C -3.536 -1.502 -0.476
H -4.267 -1.445 -3.636
H -5.332 -0.534 -2.538
H -3.599 -2.866 -2.102
H -5.179 -2.560 -1.419
H -2.955 -2.155 0.175
H -4.301 -1.064 0.164
*
```

Summary:
HOMO energy	-6.7209	eV
LUMO energy	0.4	eV
maximum force	3.33	eV/Å
Kohn-Sham gap	0.26258	hartree
ΔE to the lowest compared entry with this formula, charge and spin	0.00	kJ/mol

Density functional theory data (the ωB97M-V functional and the def2-TZVPD basis) for a structure of composition C16H30MoN2OP2Se.

```
! RIJCOSX wB97M-V def2-TZVPD def2/J DEFGRID3
* xyz 2 1
Mo 1.018 -0.318 -0.271
P -1.021 0.185 -2.075
P 0.675 -1.297 2.639
N 1.310 1.334 0.121
H -2.078 -1.513 -1.765
C -2.577 1.185 -2.330
H -2.793 1.346 -3.397
H -2.495 2.189 -1.887
H -3.455 0.697 -1.900
C -1.178 -0.845 -3.651
H -1.721 -0.325 -4.466
H -1.732 -1.758 -3.373
H -0.182 -1.167 -4.001
C 0.076 1.502 -2.874
H -0.273 1.784 -3.877
H 1.116 1.174 -2.965
H 0.064 2.418 -2.270
C -0.132 -0.643 4.118
H 0.569 -0.709 4.968
H -1.047 -1.197 4.391
H -0.393 0.411 3.959
C 1.414 -2.927 2.886
H 2.109 -2.853 3.738
H 1.976 -3.220 1.988
H 0.667 -3.705 3.114
C 2.105 -0.211 2.361
H 2.722 -0.295 3.261
H 1.809 0.839 2.258
H 2.712 -0.532 1.485
C 1.948 2.523 -0.031
C 2.153 4.906 0.249
C 1.365 3.769 0.310
C 3.271 2.446 -0.521
C 4.041 3.590 -0.576
C 3.491 4.825 -0.178
H 1.729 5.891 0.547
H 0.330 3.766 0.665
H 3.636 1.447 -0.788
H 5.081 3.520 -0.925
H 4.123 5.724 -0.214
C -2.044 -2.423 -0.150
O -1.054 -2.157 -1.090
C -3.406 -1.710 -0.267
H -4.265 -2.295 0.103
H -3.675 -1.436 -1.304
H -3.348 -0.802 0.336
C -2.314 -3.981 -0.297
H -3.088 -4.232 0.412
H -1.353 -4.501 -0.079
H -2.636 -4.181 -1.334
Se -1.731 -2.946 2.687
C -1.276 -2.080 1.147
N -0.242 -1.211 1.112
*
```

Summary:
HOMO energy (alpha / beta)	-13.9776 / -13.9779	eV
LUMO energy (alpha / beta)	-7.6 / -7.6	eV
maximum force	6.86	eV/Å
Kohn-Sham gap (alpha / beta)	0.23270 / 0.23273	hartree
ΔE to the lowest compared entry with this formula, charge and spin	119.41	kJ/mol

Density functional theory data (the ωB97M-V functional and the def2-TZVPD basis) for a structure of composition C16H30N2O3PtSb2.

```
! RIJCOSX wB97M-V def2-TZVPD def2/J DEFGRID3
* xyz 4 1
Pt 0.842 -0.612 0.685
C 1.859 2.483 -1.180
Sb 0.686 1.911 0.475
C 1.446 2.856 2.191
C -1.252 2.893 0.144
C -1.547 3.042 -1.291
C -1.315 4.227 -1.951
C -1.558 4.342 -3.321
C -2.015 3.263 -4.126
C -2.257 2.073 -3.539
C -2.095 1.910 -2.087
C -2.542 0.785 -1.476
Sb -0.803 -1.428 -1.155
C -2.514 -2.391 -0.367
C -0.602 -1.754 -3.232
H 1.865 3.570 -1.261
H 1.464 2.045 -2.094
H 2.877 2.134 -1.014
H 1.480 3.931 2.009
H 2.456 2.491 2.371
H 0.799 2.651 3.041
H -1.134 3.870 0.615
H -1.994 2.331 0.709
H -0.965 5.096 -1.408
H -1.388 5.303 -3.796
H -2.184 3.419 -5.184
H -2.648 1.238 -4.110
H -3.109 0.067 -2.068
H -2.729 0.753 -0.407
H -3.322 -2.388 -1.097
H -2.833 -1.887 0.542
H -2.208 -3.416 -0.164
H -1.579 -1.830 -3.708
H -0.074 -2.701 -3.333
H -0.036 -0.939 -3.676
C 0.231 -0.379 5.154
C 1.008 -0.390 3.879
N 2.329 -0.403 3.937
O 0.370 -0.399 2.783
H 0.808 0.029 5.982
H -0.040 -1.408 5.401
H -0.687 0.187 5.024
H 2.807 -0.382 4.827
H 2.894 -0.452 3.104
N 2.794 -5.099 0.974
C 1.601 -4.929 0.084
C 1.103 -3.493 0.023
O 0.253 -3.285 -0.887
O 1.529 -2.650 0.843
H 2.947 -6.092 1.185
H 2.675 -4.603 1.862
H 3.655 -4.751 0.539
H 0.796 -5.559 0.465
H 1.854 -5.279 -0.916
*
```

Summary:
HOMO energy	-20.7523	eV
LUMO energy	-14.3	eV
maximum force	1.96	eV/Å
Kohn-Sham gap	0.23759	hartree
ΔE to the lowest compared entry with this formula, charge and spin	109.88	kJ/mol

Density functional theory data (the ωB97M-V functional and the def2-TZVPD basis) for the molecule C16H30N2O3S.

```
! RIJCOSX wB97M-V def2-TZVPD def2/J DEFGRID3
* xyz 0 1
C -3.983 -4.072 -3.281
C -3.177 -3.680 -2.047
C -3.832 -2.559 -1.268
S -2.836 -2.210 0.208
O -3.465 -1.127 0.920
O -2.621 -3.440 0.914
N -1.398 -1.714 -0.498
C -0.198 -2.406 -0.073
C 0.327 -1.874 1.260
C 0.528 -0.356 1.218
C 1.692 0.048 0.310
O 2.203 -0.677 -0.518
N 2.101 1.317 0.519
C 3.138 1.958 -0.262
C 4.220 2.550 0.644
C 3.716 3.765 1.420
C 3.171 4.837 0.476
C 2.675 6.051 1.258
C 2.053 4.245 -0.382
C 2.550 3.040 -1.175
C -0.765 0.321 0.738
C -1.226 -0.282 -0.589
H -3.486 -4.877 -3.815
H -4.977 -4.409 -2.998
H -4.086 -3.224 -3.955
H -3.071 -4.538 -1.381
H -2.176 -3.359 -2.341
H -4.824 -2.827 -0.913
H -3.882 -1.630 -1.830
H -0.454 -3.460 0.021
H 0.560 -2.275 -0.849
H -0.399 -2.116 2.039
H 1.273 -2.366 1.491
H 0.759 -0.002 2.230
H 1.642 1.877 1.218
H 3.568 1.159 -0.877
H 5.064 2.849 0.020
H 4.570 1.782 1.336
H 4.536 4.178 2.012
H 2.931 3.466 2.120
H 3.983 5.157 -0.187
H 2.307 6.818 0.581
H 3.479 6.477 1.854
H 1.865 5.769 1.928
H 1.680 5.004 -1.073
H 1.219 3.953 0.261
H 3.327 3.362 -1.871
H 1.733 2.611 -1.759
H -0.621 1.397 0.616
H -1.555 0.156 1.473
H -2.186 0.147 -0.878
H -0.490 -0.086 -1.376
*
```

Summary:
HOMO energy	-9.2394	eV
LUMO energy	0.7	eV
maximum force	1.07	eV/Å
Kohn-Sham gap	0.36542	hartree
ΔE to the lowest compared entry with this formula, charge and spin	0.00	kJ/mol